# 1
{
  "formula": "C3H27BeO11",
  "method": "ωB97M-V/def2-TZVPD",
  "charge": 1,
  "spin_multiplicity": 1,
  "gap_ev": 9.55,
  "species": ["Be", "C", "C", "C", "O", "H", "H", "H", "H", "H", "H", "H", "O", "H", "H", "O", "H", "H", "O", "H", "H", "O", "H", "H", "O", "H", "H", "O", "H", "H", "O", "H", "H", "O", "H", "H", "O", "H", "H", "O", "H", "H"],
  "coordinates": [[-1.232929, 1.740690, 0.372929], [1.212071, 0.081690, -1.198071], [1.155071, 0.186690, 0.273929], [2.074071, 1.311690, 0.927929], [-0.227929, 0.600690, 0.478929], [1.090071, 0.985690, -1.734071], [0.340071, -0.556310, -1.515071], [2.193071, -0.255310, -1.389071], [1.236071, -0.702310, 0.801929], [2.220071, 2.258690, 0.409929], [3.128071, 0.913690, 0.853929], [1.768071, 1.521690, 1.972929], [-0.005929, 1.483690, 3.626929], [0.461071, 0.672690, 3.409929], [0.091071, 1.674690, 4.583929], [-2.481929, -0.544310, -1.475071], [-1.790929, -1.161310, -1.637071], [-3.286929, -0.987310, -1.701071], [-0.854929, -2.016310, -3.175071], [-1.631929, -1.929310, -3.713071], [-0.297929, -2.391310, -3.786071], [-1.532929, 2.342690, -1.125071], [-2.390929, 2.761690, -1.357071], [-1.398929, 1.697690, -1.807071], [-0.822929, -1.702310, 2.045929], [-1.232929, -2.358310, 1.492929], [-0.511929, -1.000310, 1.455929], [-0.792929, 2.923690, 1.415929], [-0.260929, 2.569690, 2.161929], [-1.327929, 3.550690, 1.887929], [4.011071, -2.863310, 0.362929], [3.874071, -3.813310, 0.213929], [3.597071, -2.566310, -0.412071], [-1.080929, 1.077690, -3.843071], [-1.668929, 0.332690, -3.958071], [-0.208929, 0.639690, -3.805071], [-2.778929, 1.199690, 0.957929], [-3.120929, 0.890690, 1.819929], [-2.948929, 0.374690, 0.516929], [1.676071, -3.337310, 1.809929], [1.320071, -2.655310, 2.413929], [2.444071, -2.953310, 1.361929]],
  "forces_ev_per_angstrom": [[1.0, -1.1, 0.7], [-0.5, -1.6, 0.0], [-2.3, 5.7, 0.2], [1.2, -1.9, -0.5], [-0.4, -0.2, 0.8], [-0.1, 1.4, 0.0], [1.5, 0.1, 0.1], [1.1, -1.1, -1.2], [0.8, -1.9, 0.7], [-0.9, 0.0, -0.4], [-0.9, 0.2, 0.8], [0.5, -0.3, -0.7], [-0.2, 0.7, 0.6], [0.0, -0.2, 0.3], [0.1, -0.4, -0.9], [-0.7, 1.5, 0.7], [1.2, -0.9, -0.2], [-0.8, -0.5, -0.2], [-1.7, 1.3, 1.9], [-1.0, 0.1, -0.2], [2.7, -1.6, -1.9], [-1.3, 1.3, 0.6], [0.7, -0.2, 0.3], [0.4, -1.1, -1.4], [0.1, 0.5, 0.7], [0.0, -0.5, -0.3], [-0.4, 0.3, -0.2], [0.5, 0.4, 0.5], [0.3, -0.7, -0.1], [-0.8, 0.8, -0.1], [0.4, -1.3, 1.0], [0.5, -0.1, 0.6], [-0.8, 1.4, -1.9], [0.8, -0.1, 0.4], [-0.4, -0.1, 0.0], [-0.4, 0.4, 0.0], [-0.9, -0.3, 0.9], [0.7, 1.0, 0.3], [0.2, -0.9, -1.6], [-0.4, 0.5, 0.4], [0.2, -0.6, -0.6], [0.1, 0.1, 0.3]]
}



# 2
{
  "formula": "C3H28InO12",
  "method": "ωB97M-V/def2-TZVPD",
  "charge": -1,
  "spin_multiplicity": 1,
  "gap_ev": 7.76,
  "species": ["C", "C", "O", "O", "C", "In", "H", "H", "H", "H", "H", "H", "H", "H", "O", "H", "H", "O", "H", "H", "O", "H", "H", "O", "H", "H", "O", "H", "H", "O", "H", "H", "O", "H", "H", "O", "H", "H", "O", "H", "H", "O", "H", "H"],
  "coordinates": [[2.266344, -1.232981, -0.129170], [1.655280, -0.364583, -1.193775], [1.743959, -0.580842, -2.377787], [1.048129, 0.764570, -0.764158], [0.105041, 0.639482, 0.387865], [-1.456964, -1.001718, 0.339909], [1.483617, -1.593790, 0.545345], [2.743983, -2.095987, -0.592281], [2.970341, -0.643093, 0.465232], [0.729511, 0.564140, 1.289669], [-0.380846, 1.618279, 0.429338], [-1.897575, -1.283729, 2.010896], [-2.806378, -0.563497, -0.705019], [-0.668897, -2.483152, -0.282954], [0.959181, 3.693087, -0.284205], [1.196210, 2.766208, -0.452020], [1.621536, 4.008856, 0.338322], [-3.540627, -3.436769, -2.078812], [-4.345073, -2.962526, -2.306075], [-3.135782, -3.679593, -2.916170], [-1.064442, 5.141000, -2.077258], [-0.453053, 5.558854, -2.689502], [-0.500563, 4.537086, -1.573850], [-0.925425, 4.890798, 1.590469], [-1.731698, 5.335181, 1.305376], [-0.510026, 4.596744, 0.765763], [-1.916635, 5.921769, 4.218545], [-1.588313, 5.588373, 3.372442], [-1.168429, 6.400322, 4.585687], [-0.330769, -0.213467, 4.175341], [-0.446454, 0.734097, 4.052157], [-0.073452, -0.316863, 5.096339], [0.270230, 2.379629, -3.134167], [-0.460512, 1.875964, -3.504416], [0.618399, 1.794392, -2.446205], [4.493001, -3.704447, 0.411715], [5.084482, -3.688893, -0.346836], [4.922124, -3.153041, 1.072683], [-0.192925, -4.857436, -1.736105], [-0.281361, -3.893336, -1.767538], [0.029285, -4.999369, -0.809561], [-1.745787, -7.388462, -0.758919], [-1.204413, -6.825162, -1.329226], [-1.114247, -7.846091, -0.197102]],
  "forces_ev_per_angstrom": [[-0.3, -0.2, 0.0], [0.1, -0.1, -0.2], [0.1, 0.2, 0.3], [-0.3, 0.1, -0.1], [0.2, -0.1, 0.4], [-0.2, -0.2, -0.1], [0.1, 0.1, -0.1], [0.0, 0.2, 0.1], [0.0, -0.1, -0.1], [-0.1, 0.0, -0.1], [0.1, -0.1, -0.1], [0.0, 0.1, 0.0], [0.1, 0.1, 0.0], [0.1, 0.1, -0.1], [0.2, 0.2, 0.0], [-0.2, 0.0, -0.1], [0.0, 0.0, 0.0], [-0.1, -0.2, 0.0], [0.1, 0.1, 0.0], [0.0, 0.0, 0.0], [0.0, 0.2, 0.3], [0.0, -0.1, -0.1], [0.0, -0.2, -0.2], [-0.2, 0.3, 0.0], [0.0, -0.1, -0.2], [0.1, -0.2, 0.1], [0.0, 0.1, 0.0], [0.1, -0.2, 0.1], [0.0, 0.0, 0.0], [0.2, 0.0, 0.2], [-0.1, 0.0, -0.1], [0.0, 0.1, 0.0], [0.0, 0.1, 0.0], [0.0, 0.0, 0.0], [0.0, -0.2, 0.0], [0.1, -0.1, 0.0], [0.0, 0.0, 0.0], [0.0, 0.0, 0.0], [0.2, -0.2, 0.0], [-0.2, 0.0, 0.1], [-0.1, 0.1, 0.0], [0.2, -0.1, -0.1], [-0.2, 0.2, 0.0], [0.0, 0.0, 0.0]]
}



# 3
{
  "formula": "C3H29O12",
  "method": "ωB97M-V/def2-TZVPD",
  "charge": -1,
  "spin_multiplicity": 1,
  "gap_ev": 7.65,
  "species": ["C", "C", "C", "O", "H", "H", "H", "H", "H", "H", "H", "O", "H", "H", "O", "H", "H", "O", "H", "H", "O", "H", "H", "O", "H", "H", "O", "H", "H", "O", "H", "H", "O", "H", "H", "O", "H", "H", "O", "H", "H", "O", "H", "H"],
  "coordinates": [[0.169994, 0.956120, -1.105785], [0.268577, 0.784663, 0.399454], [-0.061966, 2.095124, 1.107314], [-0.654295, -0.204685, 0.740675], [1.141712, 1.207948, -1.493782], [-0.629077, 1.669205, -1.391425], [-0.046585, 0.024937, -1.678731], [1.242373, 0.405870, 0.764125], [-1.129224, 2.382730, 1.121821], [0.403178, 2.957922, 0.525763], [0.195646, 2.148258, 2.177399], [-2.884943, 0.974138, -0.730802], [-3.356653, 0.186456, -1.044186], [-1.990848, 0.757249, -0.941441], [2.983575, -0.769688, -0.665624], [3.016994, -0.187339, -1.446360], [2.098319, -1.121101, -0.515959], [1.223038, 1.212750, -4.653333], [2.026651, 0.973734, -4.224895], [1.052480, 2.052280, -4.305356], [1.215912, -1.776092, -3.383974], [1.234804, -0.815014, -3.348671], [0.323455, -1.921685, -3.114742], [0.959293, 0.989269, 4.559184], [0.775379, 0.066732, 4.171854], [0.153591, 1.491984, 4.550554], [-1.510959, -1.968246, -2.746411], [-1.528997, -1.239029, -3.453581], [-2.052099, -2.675989, -3.079681], [0.473711, -2.293849, -0.374853], [-0.068664, -2.056511, -1.136111], [0.087254, -1.638872, 0.233840], [-2.624014, 0.741449, 2.254900], [-1.905847, 0.677918, 1.655844], [-2.322224, 1.130093, 3.072345], [2.824249, 0.522979, 2.667340], [2.191619, 0.812201, 3.297953], [2.534620, 0.562377, 1.787921], [0.332470, -1.045673, 3.154113], [0.034571, -0.656718, 2.328804], [1.083368, -1.575346, 2.886636], [-2.486193, -2.175245, 0.732352], [-1.764374, -1.557440, 0.689048], [-3.029870, -2.105867, -0.043535]],
  "forces_ev_per_angstrom": [[0.3, -0.3, -1.1], [-1.5, -1.1, 0.6], [0.2, 2.1, -0.5], [0.2, 0.0, 0.9], [0.4, 1.0, -0.5], [0.8, 0.1, 0.1], [-0.1, 0.3, 0.9], [0.0, 0.6, -0.9], [0.2, -0.6, -0.5], [-0.1, -0.8, 1.0], [0.5, -0.2, -0.5], [-1.5, 0.0, -0.7], [0.0, 0.4, 0.4], [1.0, -0.4, 0.3], [1.1, 0.7, -0.2], [-0.5, -0.7, 0.7], [-0.5, -0.3, -0.6], [-0.4, -1.6, -1.1], [1.1, -0.5, 0.3], [-0.7, 2.1, 0.8], [1.0, 0.6, -0.5], [0.3, 0.1, -0.1], [-1.1, -0.8, 0.4], [0.7, -0.7, 0.4], [-0.5, 1.0, 0.2], [-0.5, 0.0, -0.1], [0.2, 2.3, -1.3], [-0.2, -1.6, 1.5], [-0.3, -0.5, -0.3], [0.4, -0.2, -0.5], [0.1, -0.5, -0.1], [-0.2, 0.5, 0.7], [-2.4, 0.4, 1.5], [1.6, -0.7, -1.2], [0.3, 0.0, 0.1], [2.8, -0.9, 0.9], [-1.3, 0.8, 0.6], [-0.8, 0.2, -1.5], [0.4, -0.9, 1.1], [-1.1, 0.5, -1.4], [0.3, -0.2, 0.0], [-0.9, -1.6, 0.7], [0.4, 1.1, -0.3], [0.0, 0.3, -0.4]]
}



# 4
{
  "formula": "C3H2AgLiO",
  "method": "ωB97M-V/def2-TZVPD",
  "charge": 0,
  "spin_multiplicity": 1,
  "gap_ev": [5.08, 3.59],
  "species": ["C", "H", "O", "C", "C", "Li", "Ag", "H"],
  "coordinates": [[-0.192859, 0.292482, -1.422044], [-0.083807, -0.297077, -2.338010], [-0.546459, -0.457151, 1.005276], [0.037414, 0.414958, 0.064412], [-0.963965, 1.207676, -0.838461], [0.346390, -2.120251, 0.019192], [0.459563, 0.050286, 3.058178], [0.943724, 0.909076, 0.451457]],
  "forces_ev_per_angstrom": [[-0.8, -0.3, 0.6], [0.4, 0.3, 0.3], [1.1, -0.8, 0.3], [0.3, 0.0, -0.2], [0.4, -0.4, -0.3], [-0.8, 1.6, 0.5], [-0.5, -0.3, -1.0], [-0.1, -0.1, -0.1]]
}



# 5
{
  "formula": "C3H2AlO4",
  "method": "ωB97M-V/def2-TZVPD",
  "charge": 1,
  "spin_multiplicity": 1,
  "gap_ev": [6.28, 6.28],
  "species": ["O", "C", "O", "O", "C", "C", "O", "Al", "H", "H"],
  "coordinates": [[-1.320752, -1.567383, 0.772247], [-0.943975, -2.515415, 1.355618], [-0.707962, -3.499982, 1.900667], [0.625811, 0.556104, 0.896775], [1.081688, 1.246717, -0.181504], [0.333340, 1.336441, -1.307582], [-0.816080, 0.633883, -1.431319], [-0.939499, 0.067642, 0.231400], [2.028991, 1.790060, -0.079921], [0.658437, 1.951934, -2.156382]],
  "forces_ev_per_angstrom": [[-0.6, 0.4, -0.4], [0.4, -3.9, 1.9], [-0.2, 2.3, -1.1], [-1.9, -1.0, -0.2], [0.7, 1.3, -1.2], [2.1, 0.7, -0.2], [-1.2, -0.9, 1.7], [1.8, 1.8, -1.0], [-0.6, -0.2, 0.2], [-0.4, -0.3, 0.4]]
}



# 6
{
  "formula": "C3H2AuO",
  "method": "ωB97M-V/def2-TZVPD",
  "charge": 2,
  "s2": 3.80,
  "spin_multiplicity": 4,
  "gap_ev": [6.81, 6.50],
  "species": ["C", "C", "C", "H", "H", "O", "Au"],
  "coordinates": [[-2.327311, -0.511499, 0.214548], [-1.697784, 0.473511, -0.283995], [-0.622586, 1.128579, -0.612376], [2.320046, -1.100731, 0.072652], [-3.062048, -1.237647, 0.539854], [1.984974, -0.278841, 0.429063], [1.257558, 1.025604, -0.382213]],
  "forces_ev_per_angstrom": [[-0.8, 1.5, -0.6], [1.4, 0.0, 0.0], [-3.5, -1.3, 0.1], [0.4, -1.7, -0.5], [0.4, -0.4, 0.1], [3.7, -4.6, 4.1], [-1.6, 6.4, -3.3]]
}



# 7
{
  "formula": "C3H2AuO3",
  "method": "ωB97M-V/def2-TZVPD",
  "charge": 1,
  "s2": 2.01,
  "spin_multiplicity": 3,
  "gap_ev": [6.94, 6.30],
  "species": ["H", "C", "O", "O", "C", "C", "O", "H", "Au"],
  "coordinates": [[0.136990, 0.891636, 0.737154], [-0.376673, 1.695981, -0.898636], [-0.727354, 1.947081, 0.263061], [-0.759043, 1.068062, -1.815068], [0.932125, -2.069646, 0.145714], [0.950878, -0.896576, -0.136630], [0.966108, 0.403129, -0.234777], [0.863850, -3.132858, 0.279245], [-1.986882, 0.093190, 1.659939]],
  "forces_ev_per_angstrom": [[0.0, 0.3, -1.4], [-6.5, -2.0, -0.4], [3.0, 0.9, -0.8], [2.2, 2.4, 0.0], [-0.2, -3.0, 0.3], [0.4, 7.0, -0.6], [0.9, -5.6, 2.7], [0.1, 0.1, 0.0], [0.1, -0.1, 0.1]]
}



# 8
{
  "formula": "C3H2BCl4N",
  "method": "ωB97M-V/def2-TZVPD",
  "charge": 0,
  "spin_multiplicity": 1,
  "gap_ev": 8.25,
  "species": ["B", "C", "C", "C", "N", "Cl", "Cl", "Cl", "Cl", "H", "H"],
  "coordinates": [[0.729058, -0.577465, -0.880623], [0.223060, -1.894480, -0.324831], [-0.004368, 0.558733, 2.005347], [-0.327870, 0.563860, -1.266846], [0.018873, -3.004696, -0.088377], [0.311733, 2.144355, 2.337894], [-0.922031, -0.299805, 3.095365], [2.323376, -0.176675, -1.180521], [-1.650934, 0.863966, -0.093394], [-0.917761, 0.228155, -2.210893], [0.216864, 1.594054, -1.393120]],
  "forces_ev_per_angstrom": [[-2.5, 1.5, 0.7], [0.6, -1.3, -0.1], [1.2, -1.5, -1.5], [0.0, 1.0, -1.3], [-0.2, 0.5, 0.1], [-0.1, 1.2, 0.8], [-0.5, 0.1, 0.8], [1.9, -0.1, -0.3], [-0.3, -0.2, -0.3], [1.3, 0.8, 1.3], [-1.2, -2.1, -0.1]]
}